Entry 1:
# C2H7N2S

A cluster of 2 separate species, C2H7N2S in total (the ωB97M-V functional and the def2-TZVPD basis, the OMol25 dataset).

```
12
Properties=species:S:1:pos:R:3:mulliken_charge:R:1
C -0.46386 -0.76750 -0.39247 -0.1942
C 0.75742 -0.49861 0.07017 -0.2189
N 1.72626 -1.52966 0.39700 -0.6158
N -1.37854 0.13054 -0.88990 -0.2732
H -0.77878 -1.81055 -0.46744 0.2733
H 1.03958 0.52331 0.30353 0.2849
H 1.63769 -1.78832 1.37334 0.1960
H 2.65742 -1.16415 0.26079 0.2606
H -2.34270 -0.14371 -0.94262 0.1785
H -1.20725 1.16140 -0.72805 -0.0162
S -0.58412 3.10890 -0.09885 -0.8717
H -1.06313 2.77835 1.11452 -0.0033
```

## Properties
Net charge: -1
Highest occupied orbital energy, eV: -2.9
HOMO-LUMO gap, eV: 7.040
Molar mass, g/mol: 91.159

---

Entry 2:
# C2H7N2S

A cluster of 2 separate species, C2H7N2S in total in a non-equilibrium geometry (the ωB97M-V functional and the def2-TZVPD basis, the OMol25 dataset).

```
12
Properties=species:S:1:pos:R:3:mulliken_charge:R:1
C 2.32709 -0.38208 -1.16435 -0.7221
S 1.35060 -1.49243 -0.18628 -0.1229
H 1.75917 -0.09120 -2.05155 0.2729
H 2.63613 0.56607 -0.71949 0.2874
H 3.26863 -0.85381 -1.46658 0.2901
N -1.37419 -0.54735 0.90381 -0.4139
C -1.47117 0.81536 1.10386 0.1579
N -2.45971 1.57637 0.87603 -0.5953
H -0.43476 -0.91133 0.76155 0.0840
H -2.00024 -0.97566 0.23371 0.2668
H -0.52180 1.18586 1.50036 0.2945
H -3.07976 1.11020 0.20892 0.2006
```

## Properties
2S+1: 2
Highest occupied orbital energy (alpha / beta), eV: -9.3 / -9.3
HOMO-LUMO gap (alpha / beta), eV: 10.058 / 6.744
Molar mass, g/mol: 91.159

---

Entry 3:
# C2H7N3

An isolated molecule of C2H7N3 in a non-equilibrium geometry (the ωB97M-V functional and the def2-TZVPD basis, the OMol25 dataset).

```
12
Properties=species:S:1:pos:R:3:mulliken_charge:R:1
C -2.31110 -0.10802 -0.01214 -0.5498
C 0.06966 -0.10898 -0.03420 0.0027
H -3.08972 0.73774 -0.42735 0.2036
H -2.72775 -0.52143 0.99455 0.2226
H -2.14766 -1.07906 -0.69841 0.2329
H 0.12594 -1.11435 -0.34869 0.3312
H 1.36846 1.58530 0.04741 0.2631
H 3.22871 -0.07584 -0.59897 0.2278
H 2.72470 -0.19752 1.02507 0.2045
N -1.00845 0.59297 0.14237 -0.4949
N 1.31325 0.54831 -0.17716 -0.1377
N 2.45395 -0.25911 0.08752 -0.5060
```

## Properties
SMILES string: C/N=C/NN
Highest occupied orbital energy, eV: -8.7
HOMO-LUMO gap, eV: 9.857
Molar mass, g/mol: 73.099

---

Entry 4:
# C2H7N3

A cluster of 2 separate species, C2H7N3 in total in a non-equilibrium geometry (the ωB97M-V functional and the def2-TZVPD basis, the OMol25 dataset).

```
12
Properties=species:S:1:pos:R:3:mulliken_charge:R:1
C 0.72423 2.47851 -1.08527 -0.2397
N 0.42950 1.85310 -0.04783 -0.6210
H 0.56459 3.42485 -1.52545 0.2863
H 1.29623 1.96437 -1.86706 0.1743
H 0.49913 0.81709 0.10734 0.3582
N -1.35188 -0.86787 0.42038 -0.3708
C -0.47443 -1.93202 0.46367 0.0169
N 0.73302 -1.55170 0.34775 -0.6057
H -0.96161 0.01878 0.55444 0.1569
H -2.40451 -0.80677 0.24155 0.2211
H -0.88850 -2.86845 0.62417 0.4194
H 1.72136 -1.86357 0.55253 0.2042
```

## Properties
SMILES string: [H]/N=C/N.C=N
Highest occupied orbital energy, eV: -8.9
HOMO-LUMO gap, eV: 10.057
Molar mass, g/mol: 73.099

---

Entry 5:
# C2H7N3

An isolated molecule of C2H7N3 in a non-equilibrium geometry (the ωB97M-V functional and the def2-TZVPD basis, the OMol25 dataset).

```
12
Properties=species:S:1:pos:R:3:mulliken_charge:R:1
C -0.72525 -0.66567 0.20456 -0.5866
C 0.57891 0.19086 0.06438 0.3949
H -2.02939 0.45374 -1.09660 0.2428
H -1.99382 0.80668 0.60490 0.2736
H -0.80161 -0.96682 1.35351 0.2132
H -0.66080 -1.54122 -0.40597 0.4110
H 2.55725 0.19360 -0.30962 0.2473
H 1.68218 -1.42490 -0.53230 0.2592
H 1.16173 1.97102 0.14564 0.2043
N -1.93818 0.04724 -0.11615 -0.6030
N 1.81978 -0.46630 0.02050 -0.5156
N 0.34920 1.40179 0.06715 -0.5412
```

## Properties
SMILES string: [H]/N=C(\N)CN
Highest occupied orbital energy, eV: -9.1
HOMO-LUMO gap, eV: 9.951
Molar mass, g/mol: 73.099

---

Entry 6:
# C2H7N3

An isolated molecule of C2H7N3 (the ωB97M-V functional and the def2-TZVPD basis, the OMol25 dataset).

```
12
Properties=species:S:1:pos:R:3:mulliken_charge:R:1
C 0.61226 -0.12003 1.54322 -1.0267
N 0.36179 0.52156 0.25720 -0.2406
C -0.34022 -0.14467 -0.73504 0.4786
N -0.92164 0.70756 -1.68861 -0.5757
N -0.45227 -1.40487 -0.85243 -0.7033
H 1.47730 -0.78438 1.52028 0.2907
H 0.80788 0.68023 2.26195 0.3317
H -0.27823 -0.62350 1.91636 0.3753
H 0.12468 1.49935 0.33893 0.2609
H -0.25632 1.40861 -2.00437 0.2415
H -1.08836 0.13562 -2.51042 0.3113
H -0.04687 -1.87547 -0.04707 0.2562
```

## Properties
SMILES string: [H]/N=C(/N)NC
Highest occupied orbital energy, eV: -9.1
HOMO-LUMO gap, eV: 10.016
Molar mass, g/mol: 73.099

---

Entry 7:
# C2H7N3O

A cluster of 2 separate species, C2H7N3O in total (the ωB97M-V functional and the def2-TZVPD basis, the OMol25 dataset).

```
13
Properties=species:S:1:pos:R:3:mulliken_charge:R:1
N -0.04585 -0.22779 1.27257 -0.4537
C 1.16080 -0.19036 0.59969 0.5819
N 2.13860 0.56548 1.21419 -0.4865
O 1.34695 -0.76954 -0.45035 -0.5817
H 0.00429 -0.11286 2.27324 0.2430
H -0.61570 -1.00650 0.98220 0.2384
H 2.92644 0.76386 0.61900 0.2478
H 1.84758 1.34264 1.78495 0.2249
C -1.84904 -0.45333 -1.66259 -0.3320
N -2.10744 0.77957 -1.66787 -0.5078
H -2.69855 -1.13929 -1.61592 0.2601
H -0.85209 -0.89167 -1.72968 0.3004
H -1.25597 1.33980 -1.61946 0.2651
```

## Properties
SMILES string: NC(N)=O.C=N
Highest occupied orbital energy, eV: -9.8
HOMO-LUMO gap, eV: 10.496
Molar mass, g/mol: 89.098

---

Entry 8:
# C2H7N3O

An isolated molecule of C2H7N3O in a non-equilibrium geometry (the ωB97M-V functional and the def2-TZVPD basis, the OMol25 dataset).

```
13
Properties=species:S:1:pos:R:3:mulliken_charge:R:1
C -2.42762 0.18347 -0.03298 -0.6796
C 0.39630 0.11975 -0.23861 -0.1395
H -3.42945 -0.16340 -0.06489 0.2596
H -2.07902 0.48805 0.98113 0.3633
H -2.30025 0.93402 -0.81568 0.2171
H -0.36969 0.83653 -0.33974 0.4550
H 1.78039 1.10483 0.50603 0.2185
H 3.52692 -0.15110 -0.28865 0.2442
H 2.44086 -1.20560 0.81060 0.2434
N -0.24890 -0.99820 -0.14909 -0.3100
N 1.72133 0.35333 -0.09538 -0.0665
N 2.64668 -0.62461 -0.15629 -0.5642
O -1.65755 -0.87705 -0.11645 -0.2412
```

## Properties
SMILES string: CO/N=C/NN
Highest occupied orbital energy, eV: -8.2
HOMO-LUMO gap, eV: 9.076
Molar mass, g/mol: 89.098

---

Entry 9:
# C2H7N3O

An isolated molecule of C2H7N3O in a non-equilibrium geometry (the ωB97M-V functional and the def2-TZVPD basis, the OMol25 dataset).

```
13
Properties=species:S:1:pos:R:3:mulliken_charge:R:1
C 1.84404 0.07331 -0.46847 -1.1624
C 0.91792 -0.12049 0.69142 -0.1574
N -0.32525 -0.62760 0.40004 -0.5617
N -2.45821 -0.31562 -0.58506 -0.4585
N -1.55401 0.33908 0.11735 0.8626
O -1.71225 1.46328 0.58540 -0.5876
H 2.79864 0.28121 -0.06989 0.3701
H 1.97790 -0.80012 -1.03702 0.3178
H 1.49472 0.90571 -1.10388 0.2899
H 0.87636 0.85933 1.34242 0.3062
H 1.53826 -0.87009 1.30973 0.2349
H -2.01576 -1.13866 -0.85130 0.2862
H -3.38234 -0.04934 -0.33072 0.2599
```

## Properties
SMILES string: CC/N=[N+](/N)[O-]
Highest occupied orbital energy (alpha / beta), eV: -8.3 / -8.3
HOMO-LUMO gap (alpha / beta), eV: 8.457 / 8.463
Molar mass, g/mol: 89.098

---

> Number 2 is which compound?

C2H7N2S

---

> What is the molar mass in the first record?

91.159 g/mol